Entry 1:
Density functional theory data (the ωB97M-V functional and the def2-TZVPD basis) for a gas-phase ion, C8H12BrN2OS (charge +1).

The geometry in XYZ format:
```
25
Properties=species:S:1:pos:R:3:nbo_charge:R:1
C -1.3827 -1.5624 1.4434 0.27
C -0.6209 0.3631 0.2628 0.15
C -0.8228 1.6273 -0.4043 -0.46
C 0.7787 -0.0056 0.4854 -0.46
C 0.1891 1.5677 -1.5842 -0.34
C 1.2210 -1.3233 -0.2052 0.01
C 0.4871 2.8373 -2.3188 -0.63
C -0.0680 -3.5275 1.8776 -0.41
N -0.3081 -2.1759 1.2421 -0.38
N -1.5986 -0.2735 0.8197 0.10
O -2.7694 0.1421 0.8370 -0.47
S 1.6513 1.0594 -0.6905 0.42
Br 0.2958 -1.9378 -1.7135 0.26
H -2.1931 -1.9838 2.1281 0.24
H -1.8456 1.4924 -0.8570 0.28
H -0.5429 2.5616 0.1427 0.26
H 1.1818 0.0755 1.4705 0.28
H -0.2955 0.8057 -2.2655 0.24
H 2.2778 -1.6407 -0.0498 0.25
H -0.4537 3.3231 -2.5073 0.24
H 0.9597 2.7496 -3.3591 0.25
H 1.0713 3.4535 -1.7210 0.22
H -1.0909 -3.9147 2.4232 0.22
H 0.7213 -3.3373 2.5830 0.23
H 0.2324 -4.0590 1.0011 0.23
```

Calculated values
Total energy (eV): -94383.679
Orbital gap (alpha / beta) (eV): 7.2 / 7.2
Charge: +1
E_HOMO (alpha / beta) (hartree): -0.4640 / -0.4640
E_LUMO (alpha / beta) (eV): -5.4 / -5.4
Energy relative to the best compared isomer or geometry (same formula, charge and spin) (kJ/mol): 74.9


Entry 2:
Density functional theory data (the ωB97M-V functional and the def2-TZVPD basis) for a single C20H21N5O4 molecule.

The geometry in XYZ format:
```
50
Properties=species:S:1:pos:R:3:nbo_charge:R:1
C 1.6803 4.3288 1.4695 -0.64
C 0.7020 3.3371 2.0906 -0.06
O -0.3018 2.9196 1.1861 -0.50
C 0.0091 2.0487 0.1936 0.34
C 1.1998 1.3690 0.0532 -0.28
C 1.3882 0.4558 -0.9936 -0.12
C 0.3652 0.2494 -1.9127 -0.17
C -0.8364 0.9214 -1.7824 -0.29
C -1.0339 1.8122 -0.7388 0.27
O -2.1891 2.4886 -0.4918 -0.48
C -3.3354 2.1743 -1.2474 -0.16
C -3.7862 0.7068 -1.1330 0.65
O -4.4822 0.1962 -1.9817 -0.60
N -3.3252 0.1091 -0.0129 -0.63
C -3.3015 -1.2595 0.2825 0.16
C -4.2089 -2.1665 -0.2361 -0.22
C -4.1099 -3.5086 0.0965 -0.23
C -3.1105 -3.9393 0.9461 -0.21
C -2.1920 -3.0395 1.4690 -0.29
C -2.2756 -1.6973 1.1415 0.27
O -1.4212 -0.7172 1.5812 -0.52
C -0.3326 -1.0906 2.3885 -0.25
H 0.2078 -0.1683 2.5938 0.20
H 0.3304 -1.7881 1.8675 0.18
H -0.6643 -1.5346 3.3322 0.18
H -1.4140 -3.3990 2.1236 0.22
H -3.0315 -4.9832 1.2091 0.21
H -4.8183 -4.2128 -0.3108 0.22
H -4.9763 -1.8157 -0.9054 0.25
H -2.7275 0.6572 0.5950 0.43
H -4.1261 2.8166 -0.8481 0.23
H -3.2063 2.4121 -2.3104 0.21
H -1.6226 0.7318 -2.4957 0.23
H 0.4986 -0.4462 -2.7272 0.22
C 2.6252 -0.2748 -1.1121 0.11
N 3.5596 -0.1222 -0.2568 -0.25
N 4.7178 -0.8071 -0.3507 -0.22
C 5.1945 -1.7484 -1.2282 0.11
N 6.3865 -2.1154 -0.8803 -0.27
N 6.7330 -1.4329 0.2286 -0.28
C 5.7454 -0.6585 0.5429 0.16
H 5.7047 0.0139 1.3734 0.21
H 4.6632 -2.1279 -2.0752 0.21
H 2.7006 -0.9577 -1.9622 0.17
H 2.0158 1.5004 0.7435 0.24
H 1.2352 2.4723 2.5056 0.17
H 0.1465 3.8198 2.8990 0.20
H 2.3852 4.6675 2.2236 0.22
H 2.2312 3.8728 0.6508 0.21
H 1.1367 5.1871 1.0831 0.22
```

Calculated values
Total energy (eV): -36719.289
Orbital gap (eV): 8.1
Charge: 0
E_HOMO (hartree): -0.3069
E_LUMO (eV): -0.3
Energy relative to the best compared isomer or geometry (same formula, charge and spin) (kJ/mol): 130.6
SMILES: CCOc1cc(/C=N/n2cnnc2)ccc1OCC(=O)Nc1ccccc1OC


Entry 3:
Density functional theory data (the ωB97M-V functional and the def2-TZVPD basis) for a gas-phase ion, C7H8FO6 (charge -1).

The geometry in XYZ format:
```
22
Properties=species:S:1:pos:R:3:nbo_charge:R:1
C 2.1243 -0.0166 1.3716 -0.26
O 1.8399 -0.3366 0.0117 -0.55
C 1.9084 0.7961 -0.8545 -0.18
C 0.5512 1.1570 -1.5442 0.79
O 0.5248 2.1591 -2.1948 -0.56
O -0.5677 0.3661 -1.4696 -0.51
C -1.0956 0.3340 -0.1217 0.00
C -1.2093 -1.1070 0.4990 -0.55
C -1.4273 -2.2378 -0.5256 0.88
O -1.9148 -2.1617 -1.5826 -0.50
F -1.0180 -3.5208 -0.0970 -0.40
C -2.5000 1.0364 0.0485 0.72
O -3.2896 1.0782 -0.8919 -0.71
O -2.7298 1.4879 1.2302 -0.81
H 1.1955 0.2085 1.9606 0.18
H 2.6254 -0.9046 1.8319 0.19
H 2.8147 0.8505 1.5067 0.17
H 2.6902 0.5606 -1.6259 0.21
H 2.2694 1.7290 -0.3505 0.20
H -0.3857 0.9285 0.5138 0.18
H -2.1048 -1.0921 1.1731 0.28
H -0.3012 -1.3149 1.1113 0.23
```

Calculated values
Total energy (eV): -22391.883
Orbital gap (eV): 7.5
Charge: -1
E_HOMO (hartree): -0.1665
E_LUMO (eV): 3.0
Energy relative to the best compared isomer or geometry (same formula, charge and spin) (kJ/mol): 126.7
SMILES: COCC(=O)O[C@H](CC(=O)F)C(=O)[O-]


Entry 4:
Density functional theory data (the ωB97M-V functional and the def2-TZVPD basis) for a molecular structure, C17H15Cl3KN7O2S2.

The geometry in XYZ format:
```
47
Properties=species:S:1:pos:R:3:nbo_charge:R:1
K 1.6071 -1.4153 -1.1726 0.90
C 1.8334 4.5335 -1.4488 -0.67
C 2.8778 3.5074 -1.2594 0.35
N 4.1088 3.7498 -0.9417 -0.27
N 4.7154 2.5446 -0.8794 -0.38
C 3.8627 1.5318 -1.1608 0.22
S 4.2328 -0.0726 -1.1785 -0.32
N 2.6710 2.1587 -1.4132 -0.23
N 1.4964 1.4994 -1.7064 -0.68
H 2.2547 5.4933 -1.1674 0.25
H 0.9717 4.3108 -0.8231 0.24
H 1.5055 4.5808 -2.4879 0.23
H 5.6924 2.4561 -0.6514 0.43
H 0.9460 2.0430 -2.3699 0.37
H 0.9139 1.3855 -0.8629 0.44
N -2.2068 -0.5674 1.0459 -0.64
C -3.1896 -0.8578 0.0893 0.24
C -4.1024 -1.8690 0.3455 -0.25
C -5.1053 -2.1680 -0.5650 -0.20
C -5.1804 -1.4865 -1.7638 -0.22
C -4.2545 -0.4911 -2.0466 -0.20
C -3.2902 -0.1656 -1.1156 -0.25
S -2.1479 1.1534 -1.4504 0.46
N -0.9972 0.9952 -0.2617 -0.68
C -1.1100 0.1969 0.7321 0.45
C 0.0269 0.1641 1.6659 0.15
C -0.0475 -0.4329 2.9273 -0.21
C 1.0560 -0.3694 3.7582 -0.16
C 2.1971 0.2808 3.3146 -0.24
C 2.1803 0.8267 2.0411 0.05
N 1.1364 0.7711 1.2361 -0.45
H -1.9860 -1.3834 1.6100 0.44
H -4.0225 -2.4221 1.2680 0.22
H -5.8269 -2.9344 -0.3260 0.22
H -5.9551 -1.7175 -2.4788 0.21
H -4.2927 0.0452 -2.9824 0.22
H -0.9412 -0.9286 3.2715 0.23
H 1.0175 -0.8232 4.7381 0.22
H 3.0752 0.3635 3.9333 0.22
H 3.0432 1.3374 1.6333 0.19
Cl 2.0195 -3.9789 0.4048 0.01
C 0.4411 -4.1562 -0.3585 -0.24
Cl -0.2599 -5.6993 0.0635 0.06
Cl 0.6830 -4.0660 -2.0877 0.02
C -0.3946 -2.9206 0.1787 0.74
O -0.8591 -3.0418 1.2977 -0.70
O -0.3948 -1.9592 -0.5956 -0.79
```

Calculated values
Total energy (eV): -107962.302
Orbital gap (eV): 7.3
Charge: 0
E_HOMO (hartree): -0.2640
E_LUMO (eV): 0.1
Energy relative to the best compared isomer or geometry (same formula, charge and spin) (kJ/mol): 74.7


Entry 5:
Density functional theory data (the ωB97M-V functional and the def2-TZVPD basis) for a single C5H8N2 molecule.

The geometry in XYZ format:
```
15
Properties=species:S:1:pos:R:3:nbo_charge:R:1
C 2.4179 -0.5452 0.2776 -0.38
C 1.4379 -1.2791 -0.3034 -0.17
C 0.0408 -0.8378 -0.5136 -0.17
C -0.6984 -0.4716 0.5615 -0.29
C -1.8252 2.0633 -0.3040 -0.14
H 2.1661 0.4133 0.3472 0.22
H 3.2620 -1.1128 0.6644 0.21
H 1.4753 -2.2965 -0.6395 0.19
H -0.3650 -1.2781 -1.3609 0.22
H -1.9157 -0.1471 0.7549 0.22
H -0.6297 -0.7665 1.7416 0.22
H -1.6909 1.7304 0.9168 0.16
H -2.7969 2.3834 -0.9821 0.24
N 0.0417 0.6985 -0.2409 -0.26
N -0.9198 1.4458 -0.9198 -0.27
```

Calculated values
Total energy (eV): -8287.781
Orbital gap (eV): 10.0
Charge: 0
E_HOMO (hartree): -0.3307
E_LUMO (eV): 1.0
Energy relative to the best compared isomer or geometry (same formula, charge and spin) (kJ/mol): 696.1
SMILES: C=C[C@H]1CN1N=C


Entry 6:
Density functional theory data (the ωB97M-V functional and the def2-TZVPD basis) for 5 unconnected molecules or ions with the total composition C22H26F4NO14.

The geometry in XYZ format:
```
67
Properties=species:S:1:pos:R:3:nbo_charge:R:1
C -1.2782 4.6906 4.5359 -0.72
C -0.9998 4.3597 3.1050 0.79
O -1.3539 5.0656 2.2146 -0.56
O -0.3502 3.1922 2.8879 -0.54
C -0.8723 2.4621 1.7562 -0.08
C -0.4439 1.0155 1.8161 -0.44
C -1.3629 0.0566 2.6079 -0.24
N -2.6400 0.6707 3.0399 -0.25
C -2.7617 1.2537 4.2389 0.10
C -3.9560 1.8639 4.5995 -0.22
C -5.0015 1.8696 3.6905 -0.11
C -4.8582 1.2447 2.4607 -0.21
C -3.6483 0.6445 2.1539 0.09
H -0.4665 4.3598 5.1784 0.24
H -1.3985 5.7620 4.6281 0.25
H -2.2211 4.2364 4.8282 0.22
H -1.9472 2.6201 1.6768 0.17
H -0.4452 2.8932 0.8541 0.22
H -0.4252 0.6604 0.7953 0.26
H 0.5596 0.9249 2.2070 0.25
H -0.8544 -0.2888 3.5028 0.22
H -1.6154 -0.8343 2.0423 0.27
H -1.9003 1.2308 4.8850 0.25
H -4.0097 2.3132 5.5768 0.26
H -5.9355 2.3449 3.9464 0.25
H -5.6512 1.2184 1.7315 0.26
H -3.4495 0.1511 1.2168 0.25
C -0.1328 -1.9512 -2.9486 -0.13
C 0.8104 -2.8558 -2.1889 0.45
O 0.6215 -2.4172 -0.8432 -0.47
C -0.6241 -1.9294 -0.7507 1.00
O -1.1921 -1.7094 0.2786 -0.64
O -1.1632 -1.7188 -1.9683 -0.50
F 2.0931 -2.6660 -2.5398 -0.31
H 0.3382 -1.0030 -3.2090 0.21
H -0.5420 -2.4096 -3.8440 0.22
H 0.5762 -3.9187 -2.2580 0.18
C 5.0013 0.7841 0.8297 -0.13
C 4.7616 -0.6496 1.2450 0.44
O 3.3424 -0.7068 1.3156 -0.49
C 2.8594 0.2105 0.4390 0.98
O 1.7324 0.2471 0.0626 -0.60
O 3.8275 1.0651 0.0536 -0.47
F 5.2785 -0.9202 2.4637 -0.32
H 5.0358 1.4512 1.6916 0.21
H 5.9008 0.9166 0.2357 0.22
H 5.1149 -1.3958 0.5319 0.16
C -3.5402 1.5988 -1.5978 -0.13
C -4.0824 0.2812 -2.1005 0.43
O -4.1809 0.5077 -3.4887 -0.49
C -3.2263 1.4317 -3.8220 0.96
O -2.8567 1.6569 -4.9184 -0.53
O -2.7535 2.0427 -2.6986 -0.48
F -5.3168 0.0231 -1.5905 -0.33
H -4.3362 2.3205 -1.4036 0.21
H -2.9261 1.4905 -0.7049 0.19
H -3.4335 -0.5777 -1.9164 0.17
C 5.4600 -4.3416 -5.6008 -0.13
C 6.0945 -4.5546 -4.2456 0.44
O 4.9925 -4.3928 -3.3679 -0.50
C 3.8711 -4.7529 -4.0547 0.97
O 2.8214 -4.9764 -3.5547 -0.57
O 4.1280 -4.8210 -5.3810 -0.48
F 7.0278 -3.6142 -3.9656 -0.32
H 5.4281 -3.2843 -5.8663 0.21
H 5.9468 -4.8981 -6.3967 0.22
H 6.5298 -5.5440 -4.0984 0.16
```

Calculated values
Total energy (eV): -64255.260
Orbital gap (eV): 9.1
Charge: +1
E_HOMO (hartree): -0.4780
E_LUMO (eV): -4.0
Energy relative to the best compared isomer or geometry (same formula, charge and spin) (kJ/mol): 0.0


Entry 7:
Density functional theory data (the ωB97M-V functional and the def2-TZVPD basis) for a molecular structure, C9H14N2S.

The geometry in XYZ format:
```
26
Properties=species:S:1:pos:R:3:nbo_charge:R:1
C 0.7802 1.4483 1.0442 -0.24
C -0.4924 0.9497 1.3793 -0.21
C 1.5614 1.0307 0.0528 0.01
C -1.2763 0.0812 0.7216 -0.02
C 1.2171 -0.1834 -0.7197 -0.03
C -0.7194 -0.7161 -0.4131 0.14
C 2.9026 1.7296 -0.1495 -0.64
C -2.7768 -0.0366 1.0480 -0.64
C -1.4122 -0.6959 -1.7983 -0.65
N 1.8843 -1.3531 -0.1809 -0.77
N -0.4153 -2.0847 0.0235 -0.85
S 1.0282 -2.2424 0.9714 0.56
H 1.1426 2.0554 1.8250 0.20
H -0.9521 1.4119 2.2800 0.19
H 1.1656 0.0218 -1.8170 0.21
H 2.7021 2.7289 0.2309 0.22
H 3.2470 1.8968 -1.2628 0.21
H 3.6880 1.2476 0.4182 0.23
H -3.0228 0.0647 2.1391 0.23
H -3.0800 -1.0350 0.6192 0.20
H -3.3615 0.7299 0.5325 0.22
H -1.0655 0.0739 -2.4788 0.22
H -2.4574 -0.7855 -1.6664 0.21
H -1.1850 -1.6541 -2.2712 0.23
H 1.9555 -1.9328 -0.9681 0.37
H -1.0579 -2.7508 0.4401 0.39
```

Calculated values
Total energy (eV): -23371.821
Orbital gap (eV): 8.6
Charge: 0
E_HOMO (hartree): -0.2866
E_LUMO (eV): 0.8
Energy relative to the best compared isomer or geometry (same formula, charge and spin) (kJ/mol): 409.1


Entry 8:
Density functional theory data (the ωB97M-V functional and the def2-TZVPD basis) for a single C2H3N3O molecule.

The geometry in XYZ format:
```
9
Properties=species:S:1:pos:R:3:nbo_charge:R:1
N -1.6841 -0.3192 0.0157 -0.80
C -0.3021 -0.1690 0.0183 0.01
N 0.5839 -1.1935 0.3331 0.11
O 1.7706 -0.9870 0.4833 -0.31
N 1.6416 1.1564 -0.3106 -0.51
C 0.4396 0.9027 -0.3128 0.33
H -1.9613 -1.1828 0.4619 0.39
H -2.0858 -0.2399 -0.9096 0.38
H 1.5977 2.0323 0.2207 0.40
```

Calculated values
Total energy (eV): -8635.637
Orbital gap (eV): 8.6
Charge: 0
E_HOMO (hartree): -0.3232
E_LUMO (eV): -0.2
Energy relative to the best compared isomer or geometry (same formula, charge and spin) (kJ/mol): 468.7
SMILES: N=C=C(N)N=O


- Which value of charge does entry 2 give?
  0